Entry w
This record from the OMol25 dataset describes C3H2INS as an isolated structure. The level of theory is ωB97M-V/def2-TZVPD.

The geometry in XYZ format:
```
8
Properties=species:S:1:pos:R:3:mulliken_charge:R:1
C 1.620 -0.596 -0.143 -0.7554
C 1.212 0.647 -0.113 0.6131
C -1.487 -0.019 0.165 -0.2199
N 0.725 1.653 0.388 -0.4279
S -1.124 1.617 -0.109 0.1366
I -3.501 -0.517 -0.028 0.1026
H 1.406 -1.434 -0.825 0.3117
H 1.149 -1.352 0.665 0.2393
```

Output
- LUMO: -0.910 eV
- 2S+1: 1

---

Entry x
This record from the OMol25 dataset describes C3H2INS as an isolated structure. The level of theory is ωB97M-V/def2-TZVPD.

The geometry in XYZ format:
```
8
Properties=species:S:1:pos:R:3:mulliken_charge:R:1
C 0.027 -0.827 -0.470 -0.3539
C -0.528 -0.261 0.746 -0.2306
C -0.334 0.021 -1.431 0.1600
N -1.237 0.804 0.573 -0.4634
S -1.198 1.402 -0.915 0.1019
I 3.003 1.378 0.630 0.0126
H 0.581 -1.664 -0.736 0.3891
H -0.314 -0.853 1.604 0.3843
```

Output
- LUMO (alpha / beta): -1.463 / -3.257 eV
- 2S+1: 1

---

Last place for stability: entry w

---

Entry w
This record from the OMol25 dataset describes one molecule with the formula H5N2OP. The level of theory is ωB97M-V/def2-TZVPD.

The geometry in XYZ format:
```
9
Properties=species:S:1:pos:R:3:mulliken_charge:R:1
N -0.920 1.112 0.391 -0.5735
P 0.446 0.518 -0.498 0.6441
N 0.560 -1.140 -0.441 -0.5048
O 0.461 0.996 -1.850 -0.5894
H -0.821 1.101 1.426 0.2545
H -1.061 1.986 -0.026 0.2556
H 1.371 0.993 0.313 0.0142
H 0.258 -1.416 -1.378 0.2528
H 1.123 -1.685 0.199 0.2465
```

Output
- LUMO: 0.941 eV
- Structure (SMILES): N[PH](N)=O
- 2S+1: 1

---

Entry x
This record from the OMol25 dataset describes one molecule with the formula H5N2OP. The level of theory is ωB97M-V/def2-TZVPD.

The geometry in XYZ format:
```
9
Properties=species:S:1:pos:R:3:mulliken_charge:R:1
N 0.364 0.310 -1.226 -0.5172
P 0.299 -0.453 0.258 0.6217
N -0.859 0.258 1.112 -0.5074
O 0.059 -2.316 -0.172 -0.7060
H 0.740 -0.341 -1.893 0.2355
H 0.002 1.296 -1.370 0.2548
H 1.516 -0.283 1.055 0.0854
H -1.460 0.678 0.395 0.2642
H -0.663 0.850 1.840 0.2691
```

Output
- LUMO: 0.489 eV
- Structure (SMILES): N[PH](N)=O
- 2S+1: 1

---

Last place for stability: entry x

---

Entry w
This record from the OMol25 dataset describes C50H24Cl4F5N4Tl as an isolated structure. The level of theory is ωB97M-V/def2-TZVPD.

The geometry in XYZ format:
```
88
Properties=species:S:1:pos:R:3:mulliken_charge:R:1
Tl 0.190 0.080 -0.029 1.9594
Cl -3.665 6.064 -6.431 -0.2821
C -2.804 5.032 -5.303 0.4229
C -2.058 5.589 -4.281 -1.2257
C -1.370 4.773 -3.401 -0.0407
C -1.365 3.362 -3.503 0.7729
C -2.226 2.852 -4.507 -0.3667
C -2.908 3.656 -5.401 -0.9144
C -0.663 2.469 -2.579 0.3561
C -0.500 1.128 -2.976 -0.1181
C -0.303 0.639 -4.330 -1.2156
C -0.159 -0.708 -4.283 -1.0684
C -0.293 -1.109 -2.904 0.1834
C -0.348 -2.409 -2.424 1.5861
C -0.194 -3.504 -3.420 -0.9106
C -1.144 -3.725 -4.415 0.0550
C -0.999 -4.753 -5.337 -0.9257
C 0.110 -5.573 -5.251 0.4088
Cl 0.300 -6.881 -6.404 -0.2662
C 1.071 -5.387 -4.273 -0.9888
C 0.911 -4.354 -3.363 0.0407
C -0.551 -2.842 -1.073 -0.1228
N -0.565 -2.016 0.020 -0.2410
C -0.753 -2.771 1.137 0.1853
C -0.783 -2.257 2.485 1.1489
C -0.961 -3.280 3.553 -0.7555
C -2.187 -3.446 4.193 0.2278
C -2.357 -4.381 5.206 -0.8924
C -1.282 -5.171 5.570 0.4495
Cl -1.481 -6.353 6.849 -0.2650
C -0.053 -5.048 4.946 -0.9192
C 0.095 -4.103 3.942 0.1964
C -0.644 -0.946 2.887 0.2202
C -0.655 -0.465 4.262 -1.3825
C -0.464 0.871 4.238 -1.2376
C -0.319 1.280 2.846 0.2782
N -0.461 0.145 2.076 -0.3534
C -0.110 2.556 2.374 1.3564
C -0.070 2.990 0.988 -0.2546
C 0.400 4.214 0.520 -0.7944
C 0.295 4.184 -0.876 -1.0520
C -0.268 2.954 -1.235 -0.0813
N -0.459 2.220 -0.087 -0.4506
C 0.111 3.626 3.375 -0.2301
C -0.717 4.751 3.417 -0.0234
C -0.539 5.747 4.362 -0.9710
C 0.490 5.623 5.281 0.4001
Cl 0.720 6.876 6.487 -0.2706
C 1.342 4.536 5.262 -0.8933
C 1.150 3.551 4.303 -0.2528
C -0.897 -4.120 0.750 -1.2559
C -0.766 -4.165 -0.634 -1.1742
N -0.445 0.039 -2.151 -0.3529
H -2.016 6.664 -4.163 0.3888
H -0.841 5.250 -2.598 0.1938
H -2.413 1.791 -4.556 0.4328
H -3.550 3.209 -6.150 0.3839
H -0.213 1.262 -5.205 0.6999
H 0.037 -1.366 -5.115 0.5588
H -2.010 -3.077 -4.460 0.4607
H -1.740 -4.921 -6.107 0.3858
H 1.933 -6.040 -4.228 0.4041
H 1.649 -4.191 -2.588 0.5443
H -3.018 -2.821 3.891 0.4496
H -3.309 -4.497 5.705 0.3873
H 0.773 -5.677 5.247 0.3899
H 1.050 -3.991 3.442 0.4666
H -0.803 -1.084 5.134 0.4465
H -0.444 1.535 5.088 0.4787
H 0.808 5.014 1.118 0.5829
H 0.649 4.951 -1.544 0.5469
H -1.513 4.835 2.689 0.4426
H -1.192 6.609 4.393 0.3879
H 2.150 4.466 5.978 0.3870
H 1.820 2.701 4.262 0.4983
H -1.084 -4.950 1.413 0.4823
H -0.832 -5.037 -1.264 0.4778
F 2.378 -2.371 -0.672 -0.1865
C 3.102 -1.277 -0.368 0.8781
C 2.477 -0.086 -0.059 -0.9263
C 3.317 0.971 0.234 0.6269
F 2.822 2.173 0.549 -0.1393
C 4.700 0.866 0.226 -0.4769
F 5.487 1.915 0.517 -0.3241
C 5.282 -0.348 -0.088 1.0931
F 6.617 -0.474 -0.101 -0.3473
C 4.479 -1.432 -0.388 -0.4446
F 5.050 -2.612 -0.691 -0.3287
```

Output
- Net charge: -2
- LUMO (alpha / beta): 3.643 / 3.644 eV
- 2S+1: 1

---

Entry x
This record from the OMol25 dataset describes C50H24Cl4F5N4Tl as an isolated structure. The level of theory is ωB97M-V/def2-TZVPD.

The geometry in XYZ format:
```
88
Properties=species:S:1:pos:R:3:mulliken_charge:R:1
Tl -0.085 -0.026 0.351 2.0325
Cl -6.780 -6.688 -0.275 -0.2702
C -5.537 -5.452 -0.361 0.4080
C -4.700 -5.408 -1.458 -0.9324
C -3.722 -4.422 -1.517 0.0349
C -3.558 -3.493 -0.492 -0.5331
C -4.432 -3.564 0.597 -0.1041
C -5.417 -4.536 0.673 -0.9787
C -2.499 -2.453 -0.540 1.5829
C -2.986 -1.079 -0.550 0.2541
C -4.315 -0.667 -0.676 -1.2917
C -4.316 0.735 -0.624 -1.1651
C -2.985 1.139 -0.470 0.2112
C -2.489 2.509 -0.386 1.5009
C -3.526 3.569 -0.455 -0.3545
C -3.735 4.453 0.604 0.0001
C -4.682 5.467 0.533 -0.8752
C -5.445 5.589 -0.611 0.3896
Cl -6.649 6.861 -0.715 -0.2679
C -5.280 4.722 -1.679 -0.8916
C -4.326 3.722 -1.591 -0.2618
C -1.182 2.913 -0.301 -0.1258
N -0.060 2.112 -0.243 -0.3127
C 1.071 2.903 -0.235 0.0655
C 2.375 2.490 -0.242 1.6268
C 3.423 3.542 -0.201 -0.6217
C 4.294 3.738 -1.276 -0.1492
C 5.263 4.729 -1.253 -0.8979
C 5.367 5.539 -0.135 0.4153
Cl 6.588 6.798 -0.097 -0.2686
C 4.531 5.372 0.952 -0.9654
C 3.571 4.369 0.912 0.0627
C 2.867 1.118 -0.298 0.2451
C 4.201 0.706 -0.375 -1.0373
C 4.195 -0.696 -0.422 -1.3455
C 2.858 -1.101 -0.361 0.1668
N 2.062 0.011 -0.297 -0.3510
C 2.361 -2.473 -0.362 1.4732
C 1.054 -2.878 -0.436 -0.0531
C 0.587 -4.267 -0.357 -1.3752
C -0.753 -4.261 -0.410 -1.1631
C -1.198 -2.869 -0.522 -0.0402
N -0.065 -2.071 -0.543 -0.5019
C 3.407 -3.521 -0.264 -0.4738
C 4.264 -3.578 0.841 -0.1874
C 5.241 -4.553 0.953 -0.9048
C 5.374 -5.490 -0.059 0.4072
Cl 6.609 -6.729 0.073 -0.2684
C 4.558 -5.461 -1.172 -0.8801
C 3.588 -4.471 -1.268 -0.0938
C 0.624 4.298 -0.301 -1.3759
C -0.717 4.305 -0.343 -1.2915
N -2.189 0.026 -0.432 -0.3436
H -4.816 -6.127 -2.258 0.3872
H -3.065 -4.368 -2.376 0.4624
H -4.321 -2.843 1.397 0.5108
H -6.080 -4.590 1.526 0.3867
H -5.172 -1.309 -0.808 0.4842
H -5.178 1.380 -0.689 0.4957
H -3.137 4.337 1.499 0.4791
H -4.831 6.148 1.361 0.3926
H -5.886 4.837 -2.569 0.3865
H -4.182 3.041 -2.420 0.5127
H 4.197 3.099 -2.144 0.4895
H 5.925 4.880 -2.095 0.3888
H 4.633 6.010 1.820 0.3900
H 2.915 4.215 1.761 0.5116
H 5.069 1.346 -0.392 0.5094
H 5.055 -1.343 -0.504 0.4699
H 1.223 -5.131 -0.248 0.4495
H -1.405 -5.118 -0.351 0.4613
H 4.149 -2.837 1.622 0.4875
H 5.889 -4.593 1.819 0.3851
H 4.685 -6.193 -1.958 0.3863
H 2.951 -4.427 -2.143 0.4848
H 1.277 5.155 -0.352 0.4357
H -1.357 5.168 -0.436 0.4375
F -1.775 -1.890 2.544 -0.0261
C -0.974 -1.067 3.245 0.4256
C -0.151 -0.173 2.595 -0.8389
C 0.631 0.633 3.394 0.7018
F 1.459 1.539 2.844 -0.0983
C 0.610 0.566 4.778 -0.4351
F 1.384 1.361 5.538 -0.3245
C -0.227 -0.347 5.392 1.0561
F -0.263 -0.431 6.733 -0.3487
C -1.028 -1.173 4.625 -0.4943
F -1.838 -2.056 5.235 -0.3253
```

Output
- Net charge: -2
- LUMO: 3.713 eV
- 2S+1: 1

---

Last place for stability: entry w

---

Entry w
This record from the OMol25 dataset describes one molecule with the formula H2N2O2. The level of theory is ωB97M-V/def2-TZVPD.

The geometry in XYZ format:
```
6
Properties=species:S:1:pos:R:3:mulliken_charge:R:1
N -0.254 0.063 -0.298 -0.4509
N -1.812 -0.046 -0.035 0.9678
O -2.354 -1.127 -0.010 -0.5149
O -2.227 1.079 0.036 -0.5450
H 0.298 -0.696 0.068 0.2561
H -0.176 1.089 -0.262 0.2868
```

Output
- LUMO: 0.410 eV
- Structure (SMILES): N[N+](=O)[O-]
- 2S+1: 1

---

Entry x
This record from the OMol25 dataset describes one molecule with the formula H2N2O2. The level of theory is ωB97M-V/def2-TZVPD.

The geometry in XYZ format:
```
6
Properties=species:S:1:pos:R:3:mulliken_charge:R:1
N -0.158 -0.649 -0.310 -0.4857
N 0.004 0.523 0.351 1.0419
O -0.939 1.263 0.528 -0.5592
O 1.136 0.693 0.771 -0.5830
H -0.718 -0.626 -1.273 0.2993
H 0.675 -1.204 -0.067 0.2868
```

Output
- LUMO: 0.403 eV
- Structure (SMILES): N[N+](=O)[O-]
- 2S+1: 1

---

Last place for stability: entry w

---

Entry w
This record from the OMol25 dataset describes a 2-piece molecular cluster, C9H21N2Si overall. The level of theory is ωB97M-V/def2-TZVPD.

The geometry in XYZ format:
```
33
Properties=species:S:1:pos:R:3:mulliken_charge:R:1
C -0.971 -0.637 1.355 -0.3082
C -0.844 -1.572 -1.169 -0.0807
C -0.663 -2.578 -0.041 -0.6841
C -1.992 -0.631 -0.829 -0.7072
C 0.201 -2.551 2.262 -0.9851
C -2.344 1.246 0.724 -0.9209
C 1.230 3.419 -0.728 -1.0520
C 2.766 0.939 -1.903 -1.0765
C 1.184 0.667 0.936 -0.7430
N -0.531 -1.876 1.221 0.1482
N -1.782 -0.058 0.487 0.2057
Si 1.758 1.624 -0.458 0.2892
H 0.073 -0.990 -1.275 -0.2047
H -1.046 -2.091 -2.103 0.4072
H -1.516 -3.264 0.010 0.2944
H 0.238 -3.172 -0.207 0.4291
H -2.046 0.180 -1.559 0.4278
H -2.949 -1.164 -0.846 0.3010
H -0.232 -3.539 2.424 0.3643
H 1.248 -2.677 1.983 0.3788
H 0.150 -1.989 3.191 0.2950
H -3.426 1.208 0.593 0.3655
H -1.932 1.972 0.020 0.2832
H -2.122 1.576 1.734 0.3191
H 1.100 3.666 -1.779 0.3652
H 0.299 3.635 -0.213 0.3113
H 1.979 4.093 -0.322 0.3694
H 2.400 -0.035 -2.217 0.3278
H 2.755 1.595 -2.771 0.3573
H 3.803 0.805 -1.605 0.3568
H 0.941 1.225 1.830 0.3296
H -0.864 -0.177 2.325 0.4944
H 1.718 -0.246 1.163 0.3417
```

Output
- Net charge: +1
- LUMO: -2.759 eV
- 2S+1: 1

---

Entry x
This record from the OMol25 dataset describes an isolated ion of composition C9H21N2Si and charge +1. The level of theory is ωB97M-V/def2-TZVPD.

The geometry in XYZ format:
```
33
Properties=species:S:1:pos:R:3:mulliken_charge:R:1
C -0.847 2.000 -1.571 -1.9180
C -0.998 0.746 -0.759 1.0418
N -0.231 0.137 0.067 0.5744
Si 1.512 0.142 0.137 0.0029
C 1.981 -0.119 1.929 -1.7126
C 2.222 1.818 -0.369 -1.5440
C 2.062 -1.133 -1.169 -1.2964
C -1.197 -0.903 0.995 -0.2858
C -1.400 -0.201 2.293 -0.8938
N -2.235 -1.032 0.080 0.0254
C -2.011 -2.005 -0.987 -0.8580
C -2.409 0.290 -0.495 -1.1036
H -1.711 2.260 -2.010 0.5393
H 0.058 1.981 -2.097 0.4663
H -0.497 2.872 -1.040 0.3743
H 3.019 -0.100 2.011 0.4482
H 1.479 0.494 2.555 0.6463
H 1.776 -1.008 2.334 0.6325
H 1.799 2.651 -0.008 0.5794
H 3.160 1.967 -0.037 0.5086
H 2.324 1.956 -1.451 0.4011
H 2.172 -0.739 -2.066 0.4933
H 3.063 -1.446 -1.024 0.4645
H 1.528 -2.061 -1.068 0.3776
H -0.580 -1.826 0.964 0.4530
H -2.181 0.682 2.139 0.2244
H -0.336 0.048 2.587 0.1630
H -1.916 -0.911 2.903 0.3860
H -1.419 -2.805 -0.445 0.3387
H -3.001 -2.537 -1.326 0.2555
H -1.525 -1.736 -1.877 0.3699
H -2.821 1.148 0.208 0.2816
H -2.995 0.186 -1.363 0.5642
```

Output
- Net charge: +1
- LUMO: -3.640 eV
- Structure (SMILES): CC1=[N+]([Si](C)(C)C)[C@@H](C)N(C)C1
- 2S+1: 1

---

Last place for stability: entry x